DFT (the ωB97M-V functional and the def2-TZVPD basis) results for C33H40O7SeW as an isolated structure.

```
82
Properties=species:S:1:pos:R:3:mulliken_charge:R:1
W 2.07 -1.42 1.62 1.445
C -5.86 -2.25 0.27 -1.634
C -5.02 -1.09 -0.28 2.016
C -5.16 -1.03 -1.81 -1.597
C -5.56 0.22 0.30 -2.123
C -3.55 -1.31 0.08 -0.370
C -2.83 -0.43 0.87 -0.254
C -1.50 -0.67 1.18 -0.210
Se -0.55 0.49 2.35 0.246
C 0.24 1.71 1.11 -0.495
C -0.43 2.86 0.73 -0.218
C 0.17 3.79 -0.12 -0.698
C 1.45 3.52 -0.57 0.210
C 2.18 2.38 -0.21 -1.043
C 1.54 1.48 0.64 0.681
O 2.17 0.35 1.03 -0.357
C 3.59 2.13 -0.75 2.420
C 4.07 3.27 -1.65 -2.389
C 4.59 2.02 0.41 -1.500
C 3.61 0.84 -1.59 -1.477
C -0.61 5.04 -0.51 2.202
C -0.97 5.84 0.75 -1.653
C 0.20 5.96 -1.43 -2.183
C -1.90 4.64 -1.24 -1.623
C -0.89 -1.83 0.70 0.587
O 0.42 -2.04 1.03 -0.163
C -1.57 -2.76 -0.10 -1.127
C -2.90 -2.45 -0.38 0.137
C -0.89 -4.01 -0.64 2.245
C -1.85 -4.86 -1.48 -2.329
C -0.39 -4.90 0.51 -1.489
C 0.29 -3.61 -1.56 -1.485
H -6.91 -2.10 0.02 0.460
H -5.76 -2.32 1.35 0.368
H -5.55 -3.20 -0.16 0.313
H -6.21 -0.87 -2.08 0.460
H -4.84 -1.96 -2.28 0.315
H -4.57 -0.22 -2.23 0.364
H -6.60 0.34 0.01 0.441
H -5.01 1.09 -0.07 0.351
H -5.52 0.22 1.39 0.395
H -3.29 0.47 1.26 0.459
H -1.42 3.03 1.12 0.397
H 1.92 4.23 -1.23 0.679
H 4.11 4.22 -1.12 0.420
H 3.44 3.39 -2.53 0.425
H 5.08 3.04 -2.00 0.466
H 4.60 2.93 1.01 0.324
H 5.60 1.87 0.01 0.457
H 4.38 1.18 1.07 0.225
H 2.89 0.91 -2.41 0.332
H 3.37 -0.04 -1.00 0.073
H 4.60 0.70 -2.02 0.470
H -0.07 6.13 1.30 0.378
H -1.59 5.26 1.43 0.311
H -1.51 6.74 0.48 0.454
H 1.12 6.30 -0.96 0.418
H -0.39 6.84 -1.68 0.442
H 0.46 5.46 -2.37 0.400
H -2.53 4.02 -0.61 0.324
H -1.67 4.07 -2.15 0.365
H -2.46 5.52 -1.52 0.453
H -3.45 -3.14 -0.99 0.455
H -2.70 -5.20 -0.90 0.397
H -1.32 -5.74 -1.84 0.473
H -2.22 -4.32 -2.35 0.414
H -1.22 -5.19 1.15 0.326
H 0.36 -4.41 1.12 0.200
H 0.06 -5.81 0.10 0.454
H -0.06 -2.97 -2.37 0.336
H 0.72 -4.51 -2.00 0.454
H 1.07 -3.09 -1.01 0.100
O 6.83 -4.89 3.51 -0.487
C 5.91 -4.22 3.18 0.404
C 4.47 -4.73 2.88 -0.047
O 4.07 -5.85 2.96 -0.553
C 3.76 -3.50 2.50 0.762
C 4.56 -2.39 2.51 0.764
O 3.96 -1.27 2.15 -0.658
C 5.94 -2.69 2.91 -0.045
O 6.89 -1.96 3.02 -0.550
O 2.51 -3.27 2.12 -0.707
```

As for the HOMO energy: -8.40 eV. As for the energy relative to the best compared isomer or geometry (same formula, charge and spin): 0.0 kcal per mole. For the LUMO energy, the calculation gives -1.16 eV. For the total energy, the calculation gives -116375.167 eV. As for the maximum force: 0.0144 Eh/bohr. As for the spin multiplicity: 1. For the HOMO-LUMO gap, the calculation gives 7.2380 eV.